Entry 1:
73
Properties=species:S:1:pos:R:3:mulliken_charge:R:1 method="wB97M-V/def2-TZVPD" spin_multiplicity=5 s_squared=6.085 charge=+1 homo_lumo_gap_ev="5.3901 / 4.8955" lumo_energy_ev="-4.65 / -6.13"
H -0.05054 4.11806 5.14955 0.408
C 1.18327 1.19397 -8.21285 -0.325
H 1.35799 -0.77362 4.47008 0.388
O -0.79461 0.17776 -3.11107 -0.129
C 0.89037 -4.12808 4.10439 -0.533
H 1.27821 -5.07909 4.47483 0.390
C -3.99590 -0.35195 5.05087 -0.694
C 2.41057 2.32388 3.61033 -0.886
C 1.43950 -2.92697 4.55990 -0.713
H 1.24071 1.71162 -3.26069 0.514
C -0.62972 -2.88465 2.68064 -0.352
H 1.46660 1.78604 -9.08187 0.372
C 0.31751 1.75076 -7.25854 -0.810
H -0.79238 1.38874 -5.41586 0.302
H -1.44834 2.32442 4.13315 0.393
C 0.42692 3.32599 4.56884 -0.694
H 3.40060 -0.82435 -1.04968 0.606
H 2.08769 0.55773 2.40989 0.846
C -0.04153 2.07170 -1.38803 -0.850
C -0.14926 -4.10496 3.16847 -0.917
H 1.60402 -1.91267 -6.85393 0.326
C 1.70671 -1.51530 -2.34366 -0.354
C -5.02814 0.28117 4.34724 -0.517
C 2.28632 1.96203 -1.32929 -0.799
C -0.11074 0.99875 -6.18265 -0.280
H 2.42847 4.11393 4.82408 0.390
C 0.44025 2.40645 -0.03267 -0.650
H -1.92950 -0.98915 5.02203 0.366
H -3.34926 0.99855 1.45181 0.236
H -4.16976 -0.73899 6.05860 0.395
C -0.07229 -1.67930 3.12840 0.712
H 1.81318 -1.41043 0.99931 0.684
C 0.94340 -1.70521 4.08557 -0.064
Pt -0.57450 -0.05649 -1.19666 0.406
C -4.79042 0.75955 3.05348 -0.613
C 1.81407 3.32528 4.38407 -0.667
H -1.44097 -2.87411 1.94876 0.566
H 2.14407 -1.47517 -3.33961 0.530
H 2.36500 -0.52993 -8.80386 0.384
H 0.07413 -2.25497 -5.05538 0.345
H -0.24506 -2.61828 -2.66580 0.841
H -0.04187 2.77808 -7.36680 0.379
C 2.37121 -1.17729 -1.13606 -1.317
H -0.58931 -5.03718 2.80970 0.411
C -1.27682 -0.75885 -4.09318 -1.076
C 1.61963 1.31778 3.04474 0.004
C 1.67584 -0.11352 -8.06488 -0.605
H -0.48755 -2.52540 -0.01632 0.708
H 2.46438 2.51397 0.83943 0.632
C -2.72814 -0.48901 4.46547 -0.051
C 1.53584 -1.47027 -0.05068 0.364
C 0.23886 1.29256 3.26284 0.122
H -6.01387 0.38934 4.80835 0.369
Si -0.76472 -0.07124 2.45668 -0.898
C 1.25551 -0.88544 -6.99813 -0.488
C -0.27485 -1.21871 -5.12353 -0.563
C -2.48475 0.01631 3.17884 0.303
H -2.06932 -0.17089 -4.59659 0.646
C -3.52431 0.62223 2.46445 -0.441
H -0.96493 2.48903 -1.79753 0.828
C 0.27329 -1.98483 -0.56877 -0.855
H 3.33337 1.84909 -1.59740 0.524
C 1.20198 1.88504 -2.18678 -0.206
H -1.71527 -1.65764 -3.62439 0.358
O -0.62568 0.09970 0.88258 1.192
H -0.20607 2.70646 0.79146 0.528
C 1.82081 2.31514 -0.01081 -0.073
H 3.48666 2.32301 3.43363 0.480
C 0.41241 -2.03557 -2.02600 -1.371
C 0.27721 -0.38153 -6.06985 1.189
C -0.36342 2.31591 4.00265 -0.439
H -5.59884 1.24515 2.50273 0.384
H 2.25610 -2.92416 5.28203 0.415

---

Entry 2:
81
Properties=species:S:1:pos:R:3:nbo_charge:R:1 method="wB97M-V/def2-TZVPD" spin_multiplicity=5 s_squared=6.024 charge=+2 homo_lumo_gap_ev="6.3843 / 5.2844" lumo_energy_ev="-6.30 / -7.43"
H 5.45792 -1.90815 0.81493 0.256
C -1.85532 -2.86041 0.01556 0.237
N 0.74361 1.75596 2.08175 -0.620
O 0.15753 1.29723 -2.19016 -0.691
Os 0.14573 1.31509 -0.00183 1.852
H 0.47237 1.22868 -5.16136 0.276
C -0.74831 5.11510 1.84005 -0.219
C 3.92885 -0.46347 0.43827 -0.196
C -0.10982 2.79575 2.65827 -0.267
H 0.34567 3.23882 3.54720 0.237
H -0.40932 -2.12565 5.60214 0.240
C -1.82605 1.49137 -3.48082 -0.132
H -0.96636 5.40252 2.85971 0.251
O 0.07142 -0.80120 0.09325 -0.747
H -1.87859 -0.45265 -2.57959 0.221
H -1.99333 -1.84843 3.74809 0.216
H -1.88565 -4.07204 -2.33571 0.231
I 4.86256 -3.36112 3.52132 0.226
N -1.71304 -2.49898 1.30763 -0.504
C -0.37594 1.60077 -3.27501 0.674
C -0.99708 -2.23243 3.55340 -0.233
C 0.07743 -1.62591 -0.91407 0.445
I 4.71827 0.16632 -1.39923 0.203
C 2.24079 -0.17508 2.15683 -0.111
C -2.56572 2.49627 -4.10376 -0.172
C 2.11697 -4.26541 0.52169 -0.256
C -0.11381 -3.26942 -3.19849 -0.259
H -1.07695 2.38229 2.95420 0.237
C -0.17734 4.31645 -0.69697 0.087
H 1.31451 0.74134 3.85531 0.224
H -0.17507 -3.89126 -4.08076 0.243
C 0.49098 2.02164 -4.40888 -0.726
C -2.47103 0.34520 -3.00835 -0.204
C 1.05108 -1.57255 -1.93151 -0.269
H -4.52230 3.17291 -4.64484 0.240
H -2.02038 0.84797 1.53946 0.215
C 2.87370 -1.16849 2.88088 -0.229
C 1.05985 0.52432 2.81353 -0.244
H -2.07259 3.38584 -4.47530 0.222
C 0.61237 -3.15750 2.00494 0.289
H 1.63654 2.21963 1.91032 0.406
C -0.67312 -2.61116 2.24235 0.141
N -0.02454 3.44340 0.30768 -0.542
C -1.89791 1.07516 0.47975 -0.872
I -3.30194 2.66446 0.10427 0.131
C 0.97094 -2.38433 -3.03549 -0.113
H 1.51590 2.17403 -4.07817 0.251
H 1.74215 -2.33090 -3.79306 0.236
H 0.06962 3.95680 -1.68712 0.214
H 2.97923 -3.60663 0.65023 0.192
C -3.94194 2.37847 -4.19633 -0.199
H 1.86247 -3.02956 5.15418 0.242
C -0.11145 -2.38326 4.59558 -0.234
H -1.28507 7.00872 0.99051 0.252
H 2.48362 -3.70369 2.89548 0.247
C -0.30320 3.83651 1.57091 0.249
O 0.90055 -3.56444 0.76090 -0.505
H -2.59686 -2.29063 1.75289 0.417
C 2.73404 0.17472 0.86385 0.334
C -0.62693 5.60374 -0.49881 -0.228
H 1.84583 -0.84365 -1.83336 0.225
H 2.06729 -4.59367 -0.51298 0.214
H 0.10895 2.92119 -4.89301 0.257
C -4.57880 1.24275 -3.71660 -0.152
C -3.83957 0.21413 -3.14587 -0.195
H 2.49102 -1.42942 3.86051 0.247
H -4.33563 -0.68632 -2.80733 0.228
C 3.99558 -1.82059 2.39350 -0.150
O 2.16553 1.04688 0.04476 -0.713
C 4.54821 -1.44790 1.17461 -0.278
C -0.96415 -2.62339 -1.02472 -0.243
C 1.50404 -3.28103 3.06786 -0.280
H -2.29119 0.23578 -0.08987 0.230
H -0.74782 6.27121 -1.33920 0.254
C -0.92097 6.00962 0.79456 -0.088
H 2.21191 -5.13306 1.17595 0.201
H -2.79287 -3.36501 -0.20545 0.220
H 0.18362 -0.13280 2.81045 0.230
C -1.06897 -3.36796 -2.22909 -0.116
C 1.15352 -2.90164 4.34803 -0.194
H -5.65527 1.16218 -3.78446 0.238

---

Entry 3:
85
Properties=species:S:1:pos:R:3:mulliken_charge:R:1 method="wB97M-V/def2-TZVPD" spin_multiplicity=3 s_squared=2.017 charge=+2 homo_lumo_gap_ev="7.3135 / 6.5329" lumo_energy_ev="-5.80 / -6.59"
H 5.97229 -0.66518 2.48302 0.273
H 0.93249 5.22192 2.76222 0.544
C 2.30549 -2.88398 -2.02548 -0.733
C 3.00759 -0.58668 -1.69308 0.970
O -5.93571 -3.58868 -0.16598 -0.496
C 3.50809 3.02122 -2.49788 -1.275
C -1.98101 -1.24158 1.55962 0.263
H -3.60231 -2.15648 2.66502 0.787
C 3.68379 1.65912 -2.37078 -0.176
C -4.27151 -2.28398 -1.22058 0.145
H -4.28311 -3.21168 5.56882 0.339
H 2.58489 -3.21748 1.04292 0.429
H 4.56029 1.18712 -2.78788 0.616
Mo -0.04641 0.22112 -0.30538 -1.690
C 2.71899 0.86042 -1.75178 -0.463
H -2.06231 2.45062 -4.54938 0.391
H -3.71041 2.73372 -2.83808 0.342
H -5.50461 -3.73568 -2.19038 0.355
C -3.73941 -2.11028 0.04482 -1.109
H -1.03021 3.63312 -3.77028 0.307
C -0.82191 -0.89228 4.01012 -1.303
H 1.52749 -3.59778 -2.26498 0.483
H -1.93741 2.43032 1.22802 0.755
C -2.33621 -1.13488 -2.03298 -0.322
H 4.25899 3.62792 -2.97918 0.450
C -0.64041 3.91962 2.07632 -1.267
H 3.83379 -4.37228 -1.91698 0.431
N -1.09971 1.36122 -1.75558 2.436
C -2.75141 -2.05758 5.17892 -0.534
C 2.48499 -1.21658 1.11342 -0.083
H 5.79479 1.07102 2.59682 0.258
N -1.81431 -0.94668 -0.80298 0.768
H 2.70409 3.50102 2.26512 0.585
N 1.71999 -0.12748 0.83372 1.425
C 4.18639 0.06112 1.89612 -0.093
H 5.08289 -0.35368 -1.21648 0.621
C -5.58181 -2.99038 -1.38408 -0.570
C -2.27771 1.96822 -1.42618 -0.383
N 3.69539 -1.15248 1.62792 -0.863
H -1.78861 -0.73298 -2.87528 0.657
C 1.30509 2.15072 1.40722 -0.607
H 0.46939 3.28842 -1.07458 0.485
C -2.69451 2.94462 -2.50088 -0.716
H -3.87181 -1.87038 -3.30618 0.522
C -0.24931 -0.45048 2.84322 -0.217
H 5.59799 -2.74388 -1.31008 0.473
H -1.45051 4.57482 2.35282 0.522
C 4.59389 -2.40618 -1.50678 -1.116
N 0.64819 -1.08118 -2.04708 0.283
C -2.06171 -1.53628 3.95752 -0.037
N 0.03269 1.86622 1.05352 1.520
N 5.42099 0.16722 2.35612 -0.339
C -1.64291 2.74772 -3.58878 -0.730
C 1.66479 3.34032 2.03302 -0.431
C -3.52721 -1.77238 -2.28838 -1.548
H 1.11339 -2.55288 0.40112 0.134
N -0.78341 -0.61708 1.61882 1.107
O -2.86671 1.68902 -0.39978 -0.609
H -0.31361 -0.73428 4.94742 0.565
H 0.70419 0.05472 2.90582 0.393
H 0.08899 -1.85418 -2.41518 0.524
C 4.30069 -1.05608 -1.45808 -0.781
C -2.53371 -1.43838 0.23432 0.324
C -0.91651 2.71802 1.44622 -0.498
C 2.24599 1.04382 1.28412 0.663
H -3.02531 -1.20128 5.81922 0.327
H -6.80821 -3.99088 -0.23188 0.331
O 0.09629 1.03942 -3.65828 -0.676
C 1.38109 2.80272 -1.41798 -0.372
C -0.75801 1.65522 -3.04318 -0.507
C -2.63661 -1.68498 2.70862 -0.878
C 1.52369 1.42092 -1.26638 2.809
C 2.00259 -1.53188 -1.92678 -0.616
N 1.95749 -2.43498 0.93962 0.033
H -4.28811 -2.52098 0.87432 0.807
H -2.69811 3.95352 -2.08498 0.250
N 3.44609 1.18272 1.78242 -1.048
H -6.33051 -2.24428 -1.69688 0.327
H 0.62169 -0.32208 -2.77578 0.580
H 2.18359 4.66002 -2.12198 0.552
C 3.60479 -3.32258 -1.82598 -0.868
O -3.88191 -2.79298 4.79842 -0.503
C 0.68169 4.26822 2.32762 -0.867
C 2.34459 3.59702 -2.01908 -1.185
H -2.03721 -2.67718 5.74242 0.349

---

Number 1: E_tot -1950.444752 Eh. Number 2: E_tot -2840.574526 Eh. Number 3: E_tot -2308.684199 Eh.